Entry 1:
Formula: C4H7NOS
Source: OMol25
Level of theory: ωB97M-V/def2-TZVPD

Last column: Löwdin charge in e.
Cartesian coordinates (Å):
C -0.015 -2.188 0.117  -0.297
C 0.500 -0.754 -0.333  -0.247
C -0.428 0.383 -0.022  -0.515
C 0.178 1.645 -0.628  -0.119
N -0.369 -2.463 1.261  0.146
O -1.360 1.431 2.203  -0.564
S -0.212 0.520 1.864  0.937
H 0.028 -3.052 -0.598  0.118
H 1.503 -0.752 0.205  0.132
H 0.641 -0.911 -1.351  0.079
H -1.428 0.176 -0.038  0.080
H 1.274 1.655 -0.981  0.116
H -0.027 2.629 -0.144  0.091
H -0.285 1.682 -1.556  0.044

Forces on the atoms, in the same order (eV/Å):
C 0.265 0.360 -0.592
C 0.120 -2.974 1.755
C 5.121 0.573 3.176
C 0.895 1.106 -0.131
N -0.342 0.123 0.609
O 0.463 -0.248 0.380
S -1.060 0.557 -0.888
H 0.028 0.699 0.132
H -1.057 0.740 -0.824
H 0.620 0.309 -1.991
H -2.583 -0.176 -0.895
H -1.348 -0.625 1.343
H -0.004 -1.015 0.001
H -1.118 0.571 -2.073

Summary:
- relative energy (zero: lowest compared OMol25 entry of this formula, charge and spin) (kcal/mol) = 96.2
- lowest unoccupied orbital energy (alpha / beta) (eV) = -0.73 / -0.48
- Kohn-Sham gap (alpha / beta) (eV) = 8.70 / 8.31


Entry 2:
Formula: C4H7NOS
Source: OMol25
Level of theory: ωB97M-V/def2-TZVPD

Last column: Löwdin charge in e.
Cartesian coordinates (Å):
C 0.036 0.061 0.021  -0.486
C -1.266 -0.361 -0.639  -0.515
C 1.210 0.043 -0.631  -0.082
C 2.429 0.385 -0.003  -0.301
H 0.564 0.456 1.930  0.102
H -1.184 0.158 1.660  0.171
H -1.198 -0.742 -1.728  0.100
H -1.377 -1.333 -0.037  0.105
H -3.665 -0.478 -0.215  -0.063
H 1.321 -0.072 -1.726  0.112
H 3.426 0.107 -0.559  0.130
N -0.148 0.304 1.249  0.139
O 2.647 0.789 1.163  -0.050
S -2.794 0.684 -0.486  0.639

Forces on the atoms, in the same order (eV/Å):
C -1.279 -0.189 -3.819
C -0.191 -2.867 -1.213
C 1.257 0.544 -1.806
C 3.419 -0.536 1.846
H 0.779 0.272 -0.008
H 3.345 0.620 -1.332
H 0.362 1.040 1.760
H -0.651 1.203 -0.959
H 1.454 2.146 -0.483
H -0.621 -0.245 0.839
H -1.716 0.648 0.151
N -4.272 0.297 5.774
O -1.271 -0.441 -1.502
S -0.614 -2.494 0.751

Summary:
- relative energy (zero: lowest compared OMol25 entry of this formula, charge and spin) (kcal/mol) = 43.5
- lowest unoccupied orbital energy (eV) = 0.18
- structure (SMILES) = N/C(=C\C=O)CS
- Kohn-Sham gap (eV) = 8.90


Entry 3:
Formula: C4H7NOS2
Source: OMol25
Level of theory: ωB97M-V/def2-TZVPD

Last column: Löwdin charge in e.
Cartesian coordinates (Å):
C 2.217 -0.739 -1.192  -0.075
C -0.038 0.279 -0.720  -0.654
C -1.320 -0.427 1.179  -0.205
C -0.538 0.810 0.574  -0.646
H 1.775 -1.598 -1.612  0.027
H 2.614 0.069 -1.937  0.122
H 2.955 -1.400 -0.412  0.161
H 0.166 0.999 -1.584  0.144
H -1.625 -0.823 2.199  0.133
H -1.332 1.445 0.131  0.117
H 0.148 3.056 1.769  -0.016
N -1.549 -1.340 0.319  -0.385
O 1.237 -0.153 -0.307  -0.384
S -1.195 -1.081 -1.247  0.927
S 0.840 1.664 1.411  0.732

Forces on the atoms, in the same order (eV/Å):
C 1.008 -0.036 2.438
C 2.695 -0.111 -2.395
C 0.952 -1.228 0.012
C -2.547 0.398 -0.254
H -0.756 -0.687 -1.563
H -0.230 -1.805 1.463
H -1.235 2.771 -2.206
H -0.948 -0.487 1.164
H 0.698 1.725 -0.854
H 0.070 0.575 1.224
H 1.235 -3.268 -0.734
N -1.585 -0.685 1.672
O 1.330 -1.472 -0.330
S 1.346 1.185 -0.575
S -2.031 3.127 0.938

Summary:
- relative energy (zero: lowest compared OMol25 entry of this formula, charge and spin) (kcal/mol) = 91.7
- lowest unoccupied orbital energy (eV) = 0.47
- structure (SMILES) = CO[C@H]1SN=C[C@H]1S
- Kohn-Sham gap (eV) = 9.23


Entry 4:
Formula: C4H7NS
Source: OMol25
Level of theory: ωB97M-V/def2-TZVPD

Last column: Löwdin charge in e.
Cartesian coordinates (Å):
C -1.718 -0.110 -0.277  -0.750
C 0.634 0.676 -0.023  -0.414
C 1.079 -0.281 0.905  -0.146
C 1.068 -0.630 -0.545  -0.129
H -1.120 -1.157 -0.597  0.088
H -1.138 1.956 -0.050  0.213
H 1.057 1.586 -0.342  0.131
H 1.988 -0.012 1.470  0.123
H 0.109 -0.551 1.490  0.148
H -0.018 -1.169 -1.003  0.119
H 2.197 -1.062 -0.941  0.176
N -0.783 0.889 -0.258  -0.056
S -3.354 -0.134 0.171  0.498

Forces on the atoms, in the same order (eV/Å):
C 0.456 -1.281 0.442
C -1.062 2.103 -3.911
C -2.125 -1.265 3.729
C 1.426 -3.795 -2.204
H -2.882 2.592 1.260
H 0.925 -3.883 -0.501
H 1.325 0.813 0.204
H -0.499 -0.809 -0.397
H 2.199 -0.188 -0.356
H 4.990 0.857 1.029
H -3.657 1.921 0.626
N -3.299 2.557 0.993
S 2.202 0.379 -0.915

Summary:
- relative energy (zero: lowest compared OMol25 entry of this formula, charge and spin) (kcal/mol) = 105.0
- lowest unoccupied orbital energy (eV) = 0.53
- structure (SMILES) = S=CNC1CC1
- Kohn-Sham gap (eV) = 8.84


Entry 5:
Formula: C4H7NS
Source: OMol25
Level of theory: ωB97M-V/def2-TZVPD

Last column: Löwdin charge in e.
Cartesian coordinates (Å):
C -0.296 -2.343 0.044  0.069
C -1.294 -1.437 0.002  -0.419
C 1.425 1.187 -0.165  -0.119
C 0.924 2.361 0.109  -0.109
N -1.182 -0.131 0.039  -0.528
S -2.334 0.936 -0.047  0.704
H -0.410 -3.444 -0.143  0.078
H 0.756 -2.045 0.369  0.082
H -2.208 -1.966 -0.102  0.078
H 1.433 0.659 -1.083  0.039
H 1.786 0.637 0.735  0.060
H 0.672 2.657 1.036  0.010
H 0.729 2.929 -0.795  0.054

Forces on the atoms, in the same order (eV/Å):
C 2.432 0.272 0.860
C -0.180 -4.071 -0.443
C 0.847 -1.424 2.935
C 0.449 -0.278 -4.610
N 0.629 3.022 0.456
S 0.291 -0.841 0.023
H -0.362 1.370 0.353
H -1.398 -0.242 -0.844
H -1.639 0.274 -0.396
H 0.428 0.128 -0.948
H -0.432 -0.213 -0.884
H -0.333 1.389 3.021
H -0.730 0.613 0.477

Summary:
- relative energy (zero: lowest compared OMol25 entry of this formula, charge and spin) (kcal/mol) = 103.7
- lowest unoccupied orbital energy (alpha / beta) (eV) = -1.71 / -1.72
- structure (SMILES) = C=CN=S.C=C
- Kohn-Sham gap (alpha / beta) (eV) = 6.65 / 6.65


Entry 6:
Formula: C4H7NS
Source: OMol25
Level of theory: ωB97M-V/def2-TZVPD

Last column: Löwdin charge in e.
Cartesian coordinates (Å):
C -1.189 -1.178 -0.004  -0.092
C -0.338 1.173 -0.008  -0.141
C 1.029 1.051 -0.006  -0.201
C 1.828 -0.137 -0.003  -0.728
H -0.642 -1.538 -0.896  0.097
H -2.140 -1.643 0.011  0.069
H -0.624 -1.502 0.901  0.101
H -2.272 0.623 -0.012  0.135
H -0.721 2.208 0.032  0.128
H 1.604 1.965 -0.007  0.080
H 1.326 -1.107 0.003  0.015
N -1.325 0.255 -0.008  -0.062
S 3.464 -0.171 -0.004  0.597

Forces on the atoms, in the same order (eV/Å):
C 1.797 -0.037 0.266
C 0.433 0.604 0.190
C -0.325 -0.357 -0.028
C 0.016 -0.215 -0.028
H -0.204 0.170 0.351
H -0.987 -0.302 0.026
H -0.354 0.096 -0.574
H 0.533 -0.197 0.009
H 0.159 -0.660 -0.130
H -0.122 0.171 0.019
H -0.002 0.243 -0.010
N -0.756 0.409 -0.095
S -0.188 0.075 0.004

Summary:
- relative energy (zero: lowest compared OMol25 entry of this formula, charge and spin) (kcal/mol) = 28.9
- lowest unoccupied orbital energy (eV) = 0.06
- structure (SMILES) = CN/C=C\C=S
- Kohn-Sham gap (eV) = 8.05


Entry 7:
Formula: C4H7NS
Source: OMol25
Level of theory: ωB97M-V/def2-TZVPD

Last column: Löwdin charge in e.
Cartesian coordinates (Å):
C -2.191 -0.838 0.096  -0.105
C -0.741 -0.225 -0.169  -0.789
C 1.519 -0.828 0.076  -0.260
C 2.340 0.169 0.041  -0.018
H -2.935 -0.343 -0.663  0.095
H -1.997 -1.945 -0.084  0.056
H -2.503 -0.634 1.263  0.130
H -0.030 -2.170 -0.144  0.197
H 2.008 -1.822 -0.065  0.125
H 3.331 -0.132 0.049  0.031
H 2.364 1.251 0.128  0.039
N 0.199 -1.100 -0.084  -0.064
S -0.449 1.490 -0.010  0.562

Forces on the atoms, in the same order (eV/Å):
C 0.565 0.859 0.013
C -3.644 3.850 2.300
C 1.226 -3.895 -1.475
C 0.981 3.074 0.678
H 1.258 -1.209 1.723
H -1.148 1.173 0.246
H 0.824 -0.479 -3.216
H 0.413 3.011 0.247
H 0.066 0.845 0.536
H 1.932 -0.941 0.024
H -1.311 -0.302 -0.227
N -0.398 -3.432 -0.151
S -0.763 -2.555 -0.698

Summary:
- relative energy (zero: lowest compared OMol25 entry of this formula, charge and spin) (kcal/mol) = 58.4
- lowest unoccupied orbital energy (eV) = 0.31
- structure (SMILES) = C=CNC(C)=S
- Kohn-Sham gap (eV) = 8.36


Entry 8:
Formula: C4H7NS
Source: OMol25
Level of theory: ωB97M-V/def2-TZVPD

Last column: Löwdin charge in e.
Cartesian coordinates (Å):
C -0.901 -1.321 -0.600  0.049
C -1.851 0.560 0.467  -0.277
C 1.003 0.522 -0.724  -0.705
C 1.822 0.000 0.376  -0.213
N -1.686 -0.660 0.005  -0.085
S -0.159 1.661 -0.387  0.770
H -0.763 -2.286 -0.844  0.026
H -2.555 1.168 -0.094  0.068
H -2.003 0.648 1.502  0.066
H 1.276 0.387 -1.784  0.063
H 1.536 0.602 1.377  0.116
H 2.823 -0.259 0.046  0.063
H 1.458 -1.022 0.662  0.059

Forces on the atoms, in the same order (eV/Å):
C 1.130 2.225 -0.690
C 1.635 4.112 -1.912
C 1.530 0.933 -0.368
C -1.772 -0.798 1.960
N -1.997 -3.283 0.884
S -2.314 0.733 0.496
H -0.198 -3.586 -0.665
H -0.191 -0.233 0.065
H 0.222 0.121 1.403
H -0.084 -0.065 0.722
H 1.635 -1.087 -2.294
H 0.547 0.767 0.547
H -0.142 0.161 -0.148

Summary:
- 2S+1 = 3
- relative energy (zero: lowest compared OMol25 entry of this formula, charge and spin) (kcal/mol) = 57.9
- lowest unoccupied orbital energy (alpha / beta) (eV) = 1.01 / -1.32
- Kohn-Sham gap (alpha / beta) (eV) = 6.60 / 7.27


Entry 9:
Formula: C4H7NSi
Source: OMol25
Level of theory: ωB97M-V/def2-TZVPD

Last column: Löwdin charge in e.
Cartesian coordinates (Å):
C 0.153 -2.208 -0.578  -0.097
C 0.153 -1.760 0.820  -0.109
C -1.017 -1.421 -0.505  -0.026
C -0.365 -0.450 0.545  -0.492
N -1.113 0.626 1.744  -0.073
Si 0.005 1.391 -0.514  0.698
H 0.147 -3.222 -0.958  0.091
H -0.181 -2.575 1.599  0.159
H -1.806 0.031 1.088  0.059
H -1.316 0.493 2.739  0.027
H 1.357 1.830 0.137  -0.072
H -1.312 2.123 -0.428  -0.063
H 0.577 1.615 -1.925  -0.103

Forces on the atoms, in the same order (eV/Å):
C -2.637 0.218 1.736
C -0.280 -2.148 -1.389
C 0.960 -0.734 0.069
C 1.406 3.686 1.485
N -1.155 -2.506 -5.021
Si 1.768 -0.682 1.322
H 0.771 0.221 -0.308
H 0.933 2.299 -0.829
H -0.630 2.503 2.752
H 0.438 -1.518 -0.366
H -1.524 -0.017 0.096
H 0.774 -0.365 0.040
H -0.825 -0.958 0.413

Summary:
- relative energy (zero: lowest compared OMol25 entry of this formula, charge and spin) (kcal/mol) = 152.6
- lowest unoccupied orbital energy (eV) = -0.07
- structure (SMILES) = N[C@]1([SiH3])C2=C[C@H]21
- Kohn-Sham gap (eV) = 8.94


Entry 10:
Formula: C4H7NaO2
Source: OMol25
Level of theory: ωB97M-V/def2-TZVPD

Last column: Löwdin charge in e.
Cartesian coordinates (Å):
H 1.024 -0.073 0.786  0.163
O -0.209 0.667 -0.724  -0.037
Na 0.293 2.507 1.907  0.683
C -0.086 -0.071 0.447  -0.468
O -1.213 -0.229 1.158  -0.172
C -1.617 1.035 1.825  -0.227
C 0.174 -0.710 -0.918  -0.271
C 1.451 -0.922 -1.681  -0.053
H -2.537 1.360 1.300  0.007
H -1.942 0.709 2.830  -0.006
H -0.671 -1.312 -1.276  0.141
H 2.195 -0.150 -1.444  0.079
H 1.878 -1.909 -1.445  0.080
H 1.261 -0.904 -2.763  0.082

Forces on the atoms, in the same order (eV/Å):
H -1.837 0.905 1.282
O 0.337 0.691 -0.805
Na -0.330 -0.206 -0.156
C 2.466 -1.545 -1.538
O 0.987 -0.312 0.242
C -0.210 0.089 0.391
C -2.262 0.234 -0.011
C 0.416 -0.302 0.489
H 0.430 -0.026 0.154
H 0.058 0.084 -0.331
H 0.203 0.213 0.049
H -0.173 -0.189 -0.024
H -0.048 0.243 -0.071
H -0.036 0.121 0.330

Summary:
- relative energy (zero: lowest compared OMol25 entry of this formula, charge and spin) (kcal/mol) = 60.9
- lowest unoccupied orbital energy (eV) = -0.63
- Kohn-Sham gap (eV) = 6.34


Entry 11:
Formula: C4H7NiO2
Source: OMol25
Level of theory: ωB97M-V/def2-TZVPD

Last column: Löwdin charge in e.
Cartesian coordinates (Å):
H 1.673 -0.263 0.943  -0.022
O 1.084 2.299 0.494  -0.002
C 0.801 1.057 -0.004  -0.313
C -0.519 0.687 -0.133  -0.153
C -0.925 -0.491 -0.985  -0.153
C -1.214 -1.254 0.269  -0.260
O -0.389 -1.994 0.856  -0.293
Ni 1.479 -2.094 1.307  0.486
H 2.001 2.530 0.320  0.103
H 1.518 0.676 -0.741  0.104
H -1.290 1.380 0.212  0.123
H -0.100 -0.923 -1.562  0.122
H -1.846 -0.304 -1.555  0.118
H -2.273 -1.306 0.580  0.139

Forces on the atoms, in the same order (eV/Å):
H -0.249 -1.192 0.537
O -0.124 -0.430 0.369
C -0.337 0.088 -1.323
C 0.038 0.891 -0.235
C -0.184 -0.242 1.026
C 0.278 -1.037 -1.042
O -0.758 0.627 0.121
Ni 0.560 1.169 -0.328
H 0.051 -0.166 0.081
H -0.197 0.102 0.418
H 0.278 -0.341 0.054
H -0.277 0.143 0.025
H 0.490 -0.065 -0.037
H 0.432 0.454 0.334

Summary:
- 2S+1 = 4
- relative energy (zero: lowest compared OMol25 entry of this formula, charge and spin) (kcal/mol) = 0.0
- lowest unoccupied orbital energy (alpha / beta) (eV) = 0.34 / -0.53
- Kohn-Sham gap (alpha / beta) (eV) = 6.23 / 7.49


Entry 12:
Formula: C4H7O
Source: OMol25
Level of theory: ωB97M-V/def2-TZVPD

Last column: Löwdin charge in e.
Cartesian coordinates (Å):
C 1.714 -0.065 -0.053  0.092
C 0.817 -1.020 0.132  0.099
C 0.660 0.999 0.183  -0.055
C -1.573 -0.179 0.003  0.085
O -0.230 -0.033 0.494  -0.154
H 2.664 -0.050 -0.504  0.124
H 0.387 -1.962 -0.109  0.147
H 0.727 1.824 0.807  0.134
H 0.474 1.376 -0.834  0.167
H -2.185 0.384 0.701  0.137
H -1.614 -0.080 -1.037  0.110
H -1.841 -1.194 0.219  0.115

Forces on the atoms, in the same order (eV/Å):
C -0.742 -0.294 0.225
C -0.463 1.274 -0.376
C 2.232 0.384 -3.482
C -0.588 -0.660 1.931
O -1.235 -1.831 1.506
H 1.036 0.041 0.032
H 0.524 -0.897 0.149
H 0.060 1.045 1.833
H -0.467 0.050 0.259
H -0.200 0.653 -0.738
H -0.212 0.957 -1.510
H 0.056 -0.724 0.172

Summary:
- total charge = +1
- relative energy (zero: lowest compared OMol25 entry of this formula, charge and spin) (kcal/mol) = 34.3
- lowest unoccupied orbital energy (eV) = -3.66
- Kohn-Sham gap (eV) = 12.12